# 1
Molecular formula: C38H42IMnN12O2S
Method: DFT, wB97M-V/def2-TZVPD

Frontier orbital gap (alpha / beta): 6.92 / 7.03 eV
E_tot: -112318.750 eV
E_LUMO (alpha / beta): -2.780 / -2.782 eV
HOMO energy (alpha / beta): -9.70 / -9.81 eV
Spin multiplicity: 6
Charge: +1
ΔE to the lowest compared entry with this formula, charge and spin: 0.0 kcal per mole

Cartesian coordinates (Å):
Mn (0.3244, 0.4215, -0.2408)
C (0.4714, -3.5085, -2.6196)
C (1.3425, -3.5653, -1.4006)
N (1.8522, -4.7150, -1.0441)
C (2.6241, -4.7821, 0.0654)
C (2.9174, -3.6994, 0.8468)
C (3.7331, -3.8933, 2.0975)
O (2.9954, -3.5802, 3.2844)
C (2.3751, -2.4356, 0.4846)
C (2.6661, -1.3054, 1.3355)
N (2.0824, -0.1531, 1.3930)
C (2.4688, 0.6344, 2.5197)
C (2.6565, 0.0396, 3.7734)
C (2.9834, 0.7963, 4.8863)
C (3.1191, 2.1727, 4.7833)
C (2.9205, 2.7867, 3.5562)
C (2.5959, 2.0208, 2.4466)
I (2.2612, 2.9732, 0.6313)
C (1.5609, -2.3530, -0.6566)
O (1.0312, -1.2586, -1.0725)
H (0.6153, -4.4106, -3.2095)
H (0.6953, -2.6241, -3.2169)
H (-0.5838, -3.4452, -2.3363)
H (3.0059, -5.7638, 0.3208)
H (4.6110, -3.2463, 2.1172)
H (4.0952, -4.9229, 2.1307)
H (2.3025, -4.2425, 3.3797)
H (3.4684, -1.4831, 2.0484)
H (2.5351, -1.0336, 3.8728)
H (3.1260, 0.3040, 5.8392)
H (3.3724, 2.7687, 5.6494)
H (3.0203, 3.8588, 3.4576)
S (-6.2025, -3.9094, 0.8688)
N (-5.0692, -3.4480, 1.9185)
C (-4.1632, -2.7749, 1.2267)
C (-2.9445, -2.1955, 1.7695)
C (-2.5723, -2.3595, 3.1037)
C (-1.3957, -1.7945, 3.5303)
C (-0.6344, -1.0689, 2.6146)
N (-0.9748, -0.8969, 1.3468)
C (-2.1153, -1.4649, 0.9157)
C (-2.4497, -1.3407, -0.5228)
N (-1.5867, -0.6741, -1.2939)
C (-1.7723, -0.6674, -2.6039)
C (-2.8711, -1.2624, -3.2218)
C (-3.8019, -1.8971, -2.4314)
C (-3.5871, -1.9542, -1.0544)
C (-4.4787, -2.6565, -0.1467)
N (-5.6195, -3.2405, -0.4771)
H (-3.2094, -2.9323, 3.7652)
H (-1.0529, -1.8978, 4.5504)
H (0.2821, -0.5955, 2.9348)
H (-1.0032, -0.1728, -3.1877)
H (-2.9758, -1.2237, -4.2969)
H (-4.6781, -2.3748, -2.8502)
C (1.8207, 4.2440, -3.7336)
N (1.9436, 2.8096, -4.0001)
C (3.1270, 2.5005, -4.8142)
C (3.5747, 1.1233, -4.3367)
N (2.8290, 0.9482, -3.1086)
C (3.3895, 0.1023, -2.0794)
C (1.8214, 1.8555, -2.9834)
N (0.8596, 1.7755, -2.1145)
C (-0.1305, 2.8503, -2.1680)
C (-1.4597, 2.4686, -1.5460)
N (-1.2841, 2.0254, -0.1726)
C (-2.2947, 1.9325, 0.6412)
N (-2.1063, 1.8166, 1.9937)
C (-0.9041, 2.2693, 2.6509)
C (-3.3588, 1.8404, 2.7294)
C (-4.4104, 2.0150, 1.6336)
N (-3.6429, 1.8745, 0.4009)
C (-4.3695, 2.0605, -0.8419)
H (2.1938, 4.7667, -4.6111)
H (2.4282, 4.5537, -2.8750)
H (0.7976, 4.5680, -3.5800)
H (3.9076, 3.2449, -4.6370)
H (2.8732, 2.5197, -5.8731)
H (4.6464, 1.0895, -4.1326)
H (3.3445, 0.3323, -5.0548)
H (4.4433, 0.3664, -1.9479)
H (3.3206, -0.9534, -2.3434)
H (2.8730, 0.2520, -1.1405)
H (-0.3490, 3.1167, -3.2071)
H (0.2282, 3.7544, -1.6625)
H (-1.9299, 1.7090, -2.1709)
H (-2.0864, 3.3632, -1.6019)
H (-0.8869, 3.3584, 2.7693)
H (-0.0238, 1.9805, 2.0853)
H (-0.8434, 1.8065, 3.6363)
H (-3.3701, 2.6690, 3.4404)
H (-3.4983, 0.9129, 3.2909)
H (-4.8999, 2.9926, 1.6753)
H (-5.1853, 1.2485, 1.6781)
H (-5.3772, 1.6755, -0.6880)
H (-3.9294, 1.4952, -1.6548)
H (-4.4503, 3.1125, -1.1266)

***

# 2
Molecular formula: C38H42N2O4
Method: DFT, wB97M-V/def2-TZVPD

Frontier orbital gap: 9.28 eV
E_tot: -51249.545 eV
E_LUMO: 0.142 eV
HOMO energy: -9.13 eV
Spin multiplicity: 1
Charge: 0
SMILES: C[N+](=O)[O-].C[N+](=O)[O-].c1ccccc1.c1ccccc1.c1ccccc1.c1ccccc1.c1ccccc1.c1ccccc1

Cartesian coordinates (Å):
C (0.5535, 1.3967, -5.5668)
N (-0.7150, 0.7115, -5.9314)
O (-0.7294, -0.2290, -6.7447)
O (-1.7182, 1.1413, -5.4367)
H (0.2769, 2.3812, -5.3795)
H (1.2230, 1.3067, -6.3958)
H (1.0284, 0.9452, -4.7565)
C (-1.6415, 0.3618, 2.6889)
N (-2.9264, -0.3279, 2.4887)
O (-3.7953, 0.4614, 2.1581)
O (-3.0580, -1.5263, 2.6101)
H (-1.7799, 0.7932, 3.6745)
H (-1.5328, 1.0981, 1.8781)
H (-0.8430, -0.3403, 2.6313)
C (1.7824, 1.7693, 3.2008)
C (1.3279, 2.1979, 4.4513)
C (1.2570, 1.2785, 5.4896)
C (1.9112, 0.0464, 5.3558)
C (2.3650, -0.3407, 4.1274)
C (2.1705, 0.4419, 3.0146)
H (1.8453, 2.3937, 2.3611)
H (1.0447, 3.2223, 4.6091)
H (0.9312, 1.5225, 6.4992)
H (2.0689, -0.6629, 6.2079)
H (2.7811, -1.3264, 4.0570)
H (2.4530, 0.1871, 2.0209)
C (-6.9385, 1.6254, -3.3625)
C (-6.2863, 0.5264, -3.9032)
C (-5.6596, -0.4147, -3.0562)
C (-5.7232, -0.1559, -1.6869)
C (-6.3736, 0.9412, -1.1704)
C (-7.0704, 1.7869, -2.0146)
H (-7.4550, 2.3782, -3.9053)
H (-6.1245, 0.4915, -5.0212)
H (-5.1134, -1.2515, -3.4795)
H (-5.1557, -0.8621, -1.0818)
H (-6.3259, 1.2817, -0.0695)
H (-7.6180, 2.6053, -1.5962)
C (3.6245, -3.9609, 4.0985)
C (4.1439, -5.0029, 3.3840)
C (3.3923, -6.0745, 2.9108)
C (2.0065, -6.0126, 3.1048)
C (1.3877, -4.9019, 3.6807)
C (2.2334, -3.9214, 4.2539)
H (4.2275, -3.1940, 4.5439)
H (5.2178, -5.0586, 3.0730)
H (3.8870, -6.7653, 2.2398)
H (1.4520, -6.7967, 2.5602)
H (0.3222, -4.9638, 3.9182)
H (1.7417, -3.1037, 4.8263)
C (3.8452, 0.4359, -2.0329)
C (4.0734, 0.9365, -3.3423)
C (4.8984, 1.9959, -3.4783)
C (5.5230, 2.6451, -2.3973)
C (5.2308, 2.1717, -1.1495)
C (4.4801, 1.0057, -0.9322)
H (3.3607, -0.5660, -1.9217)
H (3.6376, 0.4859, -4.2222)
H (5.0412, 2.3301, -4.4664)
H (6.2042, 3.5022, -2.4688)
H (5.7086, 2.6671, -0.2474)
H (4.2259, 0.6902, 0.0528)
C (-0.6098, 3.7064, -1.3645)
C (-1.2842, 3.8426, -0.1623)
C (-2.3882, 3.0116, 0.0038)
C (-2.8500, 2.1317, -0.9600)
C (-2.1539, 2.0395, -2.1466)
C (-1.0237, 2.7714, -2.3113)
H (0.1706, 4.3580, -1.6089)
H (-1.0402, 4.5376, 0.6121)
H (-2.8388, 3.0691, 0.9834)
H (-3.7392, 1.5161, -0.8101)
H (-2.4465, 1.3209, -2.9506)
H (-0.4500, 2.6791, -3.1858)
C (-0.2199, -0.6038, -0.7556)
C (-1.2642, -1.5164, -0.5961)
C (-1.0154, -2.7062, 0.1305)
C (0.2832, -2.9280, 0.6797)
C (1.3401, -2.0135, 0.4894)
C (1.0171, -0.8619, -0.2388)
H (-0.3872, 0.3378, -1.2611)
H (-2.2196, -1.3616, -1.1310)
H (-1.6913, -3.5829, -0.0027)
H (0.4025, -3.8251, 1.2099)
H (2.3246, -2.2122, 0.9385)
H (1.7822, -0.1100, -0.5153)

***

# 3
Molecular formula: C38H43CdCl5N2O8P
Method: DFT, wB97M-V/def2-TZVPD

Frontier orbital gap: 4.72 eV
E_tot: -135930.301 eV
E_LUMO: 0.750 eV
HOMO energy: -3.97 eV
Spin multiplicity: 1
Charge: -1
ΔE to the lowest compared entry with this formula, charge and spin: 16.2 kcal per mole

Cartesian coordinates (Å):
Cd (-0.0800, 0.1602, -0.4003)
Cl (-2.9779, -3.5250, 5.1728)
C (-2.3428, -3.0297, 3.6533)
C (-1.2826, -2.1340, 3.5900)
Cl (-0.6011, -1.5160, 5.0431)
C (-0.7861, -1.7251, 2.3686)
Cl (0.4754, -0.5673, 2.2936)
C (-1.3132, -2.1811, 1.1277)
O (-0.8700, -1.8282, -0.0009)
C (-2.3938, -3.0985, 1.2468)
Cl (-3.0881, -3.6589, -0.2155)
C (-2.9023, -3.4960, 2.4642)
Cl (-4.2480, -4.5626, 2.5207)
O (2.1376, 0.5426, 0.1683)
P (3.4963, 0.1719, -0.2999)
C (3.6537, 0.9165, -2.0071)
C (4.8411, 0.6104, -2.9078)
C (6.0575, 1.4732, -2.5945)
C (5.6865, 2.9509, -2.6415)
C (4.5589, 3.2444, -1.6590)
C (3.3314, 2.4054, -1.9882)
C (4.5998, 0.6045, 1.1539)
C (3.9931, 1.8069, 1.8908)
C (5.0021, 2.4304, 2.8625)
C (5.9106, 1.3584, 3.4546)
C (6.7799, 0.7294, 2.3573)
C (6.0969, 0.8082, 0.9833)
C (3.6427, -1.6597, -0.6025)
C (5.0760, -2.2020, -0.7261)
C (5.5221, -2.9235, 0.5432)
C (4.6625, -4.1688, 0.7751)
C (3.2065, -3.9178, 0.3568)
C (2.8493, -2.4373, 0.4518)
H (2.7760, 0.3973, -2.4175)
H (4.5278, 0.8081, -3.9378)
H (5.1039, -0.4457, -2.8570)
H (6.8494, 1.2632, -3.3180)
H (6.4354, 1.2288, -1.6016)
H (5.3596, 3.2074, -3.6510)
H (6.5603, 3.5620, -2.4055)
H (4.3008, 4.3051, -1.6913)
H (4.8957, 3.0090, -0.6478)
H (2.9444, 2.6961, -2.9687)
H (2.5354, 2.5825, -1.2608)
H (4.4530, -0.2826, 1.7830)
H (3.1027, 1.4786, 2.4289)
H (3.6693, 2.5601, 1.1713)
H (4.4668, 2.9478, 3.6591)
H (5.6198, 3.1724, 2.3507)
H (5.2936, 0.5960, 3.9328)
H (6.5439, 1.7925, 4.2296)
H (6.9811, -0.3157, 2.6045)
H (7.7443, 1.2411, 2.3056)
H (6.5339, 0.0533, 0.3312)
H (6.2811, 1.7883, 0.5392)
H (3.1205, -1.7873, -1.5589)
H (5.7702, -1.3919, -0.9500)
H (5.1292, -2.9112, -1.5559)
H (5.4370, -2.2499, 1.3960)
H (6.5749, -3.2056, 0.4583)
H (4.7090, -4.4468, 1.8298)
H (5.0679, -5.0025, 0.1975)
H (2.5279, -4.5075, 0.9744)
H (3.0630, -4.2308, -0.6780)
H (3.0643, -2.0691, 1.4584)
H (1.7835, -2.3007, 0.2602)
O (-0.3381, 1.0267, -2.5611)
C (0.2587, 0.0309, -3.0091)
O (0.8531, -0.8215, -2.3212)
C (0.3032, -0.1360, -4.5184)
C (1.0526, -1.1567, -5.0844)
C (1.0873, -1.3033, -6.4723)
C (0.3698, -0.4562, -7.3021)
C (-0.3640, 0.5662, -6.7200)
C (-0.3995, 0.7381, -5.3361)
N (-1.0881, 1.4714, -7.5606)
O (-1.6692, 2.4037, -7.0325)
O (-1.0773, 1.2673, -8.7640)
N (1.8849, -2.3428, -7.0447)
O (2.6330, -2.9598, -6.2993)
O (1.7855, -2.5527, -8.2447)
H (1.6029, -1.8409, -4.4571)
H (0.3842, -0.5880, -8.3744)
H (-0.9677, 1.5447, -4.9007)
C (-1.5973, 1.5761, 0.4485)
C (-2.7365, 0.7617, 0.8281)
C (-2.9954, 0.4346, 2.1703)
C (-4.0606, -0.3679, 2.5220)
C (-4.9198, -0.8602, 1.5537)
C (-4.6970, -0.5299, 0.2233)
C (-3.6301, 0.2633, -0.1371)
H (-1.1589, 2.1155, 1.2896)
H (-1.7900, 2.2338, -0.3974)
H (-2.3430, 0.8159, 2.9443)
H (-4.2275, -0.6139, 3.5599)
H (-5.7505, -1.4963, 1.8255)
H (-5.3681, -0.9036, -0.5374)
H (-3.4509, 0.4948, -1.1806)